C15H24FN3O4Si | ωB97M-V with the def2-TZVPD basis set

Values from the calculation:
Largest force on an atom ... 1.09 eV Å⁻¹
Total energy ... -1440.6452 hartree
M ... 357.46 g/mol
Charge ... 0
Kohn-Sham gap ... 8.749 eV

Last column: natural (NBO) charge in e.
Atoms and positions in Å:
C1 5.929419 -2.430645 -1.042052  -0.4187
N1 4.972255 -1.598722 -1.782481  -0.6470
C2 3.631580 -1.634104 -1.168077  -0.7309
Si1 2.463554 -0.517499 -2.120948  1.9594
F1 2.739150 -0.673820 -3.704785  -0.6393
C3 2.701337 1.253825 -1.633763  -0.9216
C4 3.925243 1.979372 -2.255686  -0.5157
C5 5.101814 1.970974 -1.311950  0.7998
O1 5.261858 2.744831 -0.420379  -0.5542
O2 6.017483 0.999178 -1.606543  -0.7554
C6 0.676207 -1.027947 -1.780459  -1.0280
C7 0.574504 -2.153809 -0.793484  0.8039
O3 0.384422 -3.298291 -1.052367  -0.5477
O4 0.817151 -1.774024 0.509340  -0.7141
H1 6.943858 -2.236070 -1.398338  0.2098
H2 5.723861 -3.505275 -1.134361  0.1823
H3 5.888233 -2.171552 0.018834  0.2000
H4 4.899537 -1.980138 -2.720440  0.3732
H5 3.225769 -2.655006 -1.085660  0.2167
H6 3.738062 -1.237940 -0.150729  0.2317
H7 2.756740 1.252335 -0.537214  0.2480
H8 1.803776 1.814883 -1.915354  0.2480
H9 4.237919 1.548504 -3.207743  0.2289
H10 3.643897 3.021018 -2.424749  0.2356
H11 5.639318 0.094134 -1.534600  0.5101
H12 0.217499 -1.335990 -2.724529  0.2772
H13 0.119553 -0.157820 -1.410370  0.2591
H14 0.379957 -0.932364 0.691663  0.4859
N2 -3.114170 0.599838 0.939904  -0.5175
C8 -3.226918 -0.481452 0.105122  -0.0945
C9 -3.050182 -0.035010 -1.177557  -0.2978
C10 -2.813171 1.366598 -1.111848  -0.3137
C11 -2.860421 1.728484 0.208440  -0.0742
H15 -3.194246 0.574514 1.940683  0.4105
H16 -3.423118 -1.468315 0.489525  0.2190
H17 -3.082484 -0.646611 -2.063996  0.2270
H18 -2.633374 2.032071 -1.939809  0.2266
H19 -2.740166 2.685753 0.685822  0.2187
N3 -5.815592 0.415018 3.296877  -0.5122
C12 -5.455672 0.352314 4.616928  -0.0894
C13 -6.441694 0.959319 5.346898  -0.2899
C14 -7.436115 1.401103 4.431376  -0.3059
C15 -7.021582 1.049671 3.175010  -0.0738
H20 -5.287112 0.041173 2.530234  0.4047
H21 -4.536913 -0.117840 4.924513  0.2074
H22 -6.452082 1.072322 6.417983  0.2213
H23 -8.351046 1.916961 4.669921  0.2233
H24 -7.477899 1.196052 2.211199  0.2137

Forces on the atoms, in the same order (eV/Å):
C 0.155 -0.071 0.042
N -0.051 -0.347 0.336
C 0.176 -0.093 -0.317
Si -0.154 -0.016 0.324
F 0.006 -0.100 0.175
C 0.058 0.095 -0.332
C -0.328 0.283 0.148
C 0.380 -0.832 -0.589
O 0.038 0.385 0.256
O 0.247 0.598 0.819
C -0.286 0.018 -0.179
C -0.043 0.581 0.190
O 0.171 -0.411 -0.133
O -0.335 -0.195 0.016
H -0.098 -0.028 0.006
H -0.047 0.100 0.030
H 0.018 0.033 -0.112
H 0.080 0.296 -0.071
H 0.108 0.059 0.081
H -0.213 -0.082 -0.054
H -0.058 0.243 -0.086
H -0.007 -0.136 0.139
H -0.163 -0.022 0.048
H 0.146 -0.065 0.024
H -0.271 -0.305 -0.729
H 0.032 -0.014 0.113
H 0.079 -0.047 -0.058
H 0.245 0.113 -0.093
N 0.013 0.002 0.102
C 0.003 0.008 0.009
C 0.077 -0.023 -0.011
C 0.026 -0.011 0.005
C 0.005 -0.029 -0.024
H 0.088 0.038 -0.012
H 0.007 -0.003 -0.008
H -0.017 0.005 0.002
H -0.021 -0.001 0.002
H -0.012 -0.001 -0.005
N 0.046 -0.023 -0.043
C 0.004 0.015 -0.016
C -0.005 0.003 -0.001
C 0.002 0.002 0.006
C 0.015 0.015 0.023
H -0.111 -0.033 -0.031
H -0.011 -0.009 0.009
H 0.000 0.000 -0.004
H 0.005 -0.003 0.000
H 0.001 0.002 0.004

C49H37Cl2CrIN4O2PSe | ωB97M-V with the def2-TZVPD basis set

Values from the calculation:
Largest force on an atom ... 0.64 eV Å⁻¹
Total energy ... -7264.4008 hartree
Spin multiplicity ... 4
M ... 1073.60 g/mol
Charge ... 0
Kohn-Sham gap (spin up / spin down) ... 6.859 / 6.810 eV
Energy relative to the best compared isomer or geometry (same formula, charge and spin) ... 1.4978 eV

Last column: Löwdin spin population.
Atoms and positions in Å:
Cr1 -1.019091 1.476367 -0.046308  2.9755
Cl1 -4.760452 7.225899 -0.464896  -0.0002
C1 -4.235132 5.584571 -0.648634  0.0006
C2 -3.045587 5.200306 -0.033684  0.0022
C3 -2.603852 3.897019 -0.166089  -0.0001
N1 -1.373339 3.385069 0.314914  -0.0219
C4 -0.301583 4.232562 0.115249  0.0071
O1 -0.187932 5.374216 0.496010  0.0120
C5 0.665248 3.667445 -0.897246  0.0070
C6 1.692881 4.436814 -1.399566  -0.0004
C7 2.386947 3.973948 -2.506631  0.0061
C8 2.010768 2.769477 -3.072664  -0.0013
C9 0.982990 2.046296 -2.489222  0.0051
N2 0.323716 2.474059 -1.414169  -0.0119
C10 -3.364578 2.970998 -0.896538  0.0025
C11 -4.541655 3.356809 -1.507798  0.0005
C12 -4.973342 4.675130 -1.383194  0.0027
Cl2 -6.450866 5.132996 -2.166922  0.0006
N3 -2.847799 1.657069 -0.819101  -0.0074
C13 -3.741347 0.665841 -0.572911  0.0105
O2 -4.852398 0.514243 -1.047141  0.0173
C14 -3.314690 -0.158774 0.620965  0.0080
C15 -4.138843 -1.108856 1.183527  -0.0007
C16 -3.862300 -1.537001 2.477204  0.0062
C17 -2.782113 -0.996923 3.149845  -0.0010
C18 -1.958967 -0.095730 2.488688  0.0055
N4 -2.215839 0.298210 1.245787  -0.0097
H1 -2.478875 5.917451 0.539336  0.0005
H2 1.895456 5.388613 -0.929592  -0.0001
H3 3.193549 4.556005 -2.933438  0.0003
H4 2.504285 2.372237 -3.948521  -0.0003
H5 0.695572 1.087264 -2.888346  0.0001
H6 -5.125604 2.649012 -2.073879  0.0002
H7 -5.006752 -1.434545 0.626933  -0.0001
H8 -4.507189 -2.258930 2.962089  0.0003
H9 -2.553272 -1.271130 4.170279  -0.0002
H10 -1.079919 0.339124 2.935545  -0.0002
I1 -1.745205 0.115899 -3.689370  0.0037
C19 -2.885142 -1.410967 -2.838918  0.0000
C20 -4.211345 -1.421228 -3.165781  0.0001
C21 -5.005896 -2.550533 -2.895989  0.0000
C22 -4.416093 -3.682885 -2.422059  0.0001
C23 -3.038765 -3.700908 -2.094477  0.0000
C24 -2.412192 -4.923615 -1.751188  0.0000
C25 -1.075054 -4.968954 -1.500309  -0.0001
C26 -0.361471 -3.760595 -1.395229  -0.0003
C27 -0.936195 -2.535196 -1.635691  -0.0007
P1 -0.046289 -1.099974 -0.840694  -0.0023
C28 0.408731 -2.014173 0.703341  0.0008
C29 1.706961 -2.222033 1.154618  -0.0001
C30 1.951821 -3.063852 2.235189  0.0001
C31 0.905719 -3.690944 2.888701  -0.0001
C32 -0.398636 -3.465661 2.464556  0.0001
C33 -0.640672 -2.639651 1.382094  -0.0001
C34 1.510637 -1.011597 -1.790863  -0.0015
C35 1.661358 -1.646112 -3.021570  -0.0010
C36 2.838054 -1.504204 -3.745166  0.0001
C37 3.877764 -0.736140 -3.242720  -0.0008
C38 3.729134 -0.088570 -2.024046  0.0001
C39 2.547807 -0.208912 -1.309780  -0.0005
C40 -2.266618 -2.507054 -2.171849  -0.0001
H11 -4.651246 -0.564080 -3.655179  0.0000
H12 -6.060092 -2.528376 -3.136673  0.0000
H13 -4.983886 -4.598396 -2.307541  0.0000
H14 -3.014181 -5.824353 -1.734337  0.0000
H15 -0.575335 -5.906189 -1.295445  0.0000
H16 0.654699 -3.806001 -1.022237  0.0000
H17 2.549918 -1.765350 0.662228  0.0000
H18 2.971954 -3.215989 2.562302  0.0000
H19 1.101172 -4.348371 3.726323  0.0000
H20 -1.228319 -3.947915 2.967171  0.0000
H21 -1.659766 -2.518696 1.029855  0.0001
H22 0.857757 -2.247908 -3.424272  -0.0001
H23 2.939837 -2.000497 -4.701732  0.0000
H24 4.798780 -0.634838 -3.802541  -0.0001
H25 4.531135 0.527412 -1.637488  0.0000
H26 2.411184 0.346594 -0.387044  -0.0001
C41 6.238250 -0.845227 3.573603  -0.0007
C42 4.947671 -0.204654 3.139590  -0.0038
C43 3.737002 -0.548789 3.719716  0.0008
C44 2.533270 0.026761 3.321823  -0.0029
C45 1.277651 -0.393567 4.025465  0.0004
C46 2.530719 0.980879 2.295458  0.0035
Se1 0.921681 1.863469 1.722403  -0.0109
C47 3.756976 1.398547 1.748778  -0.0024
C48 3.863249 2.523975 0.750530  0.0010
C49 4.933690 0.785111 2.165815  0.0011
H27 6.063813 -1.607161 4.333173  0.0000
H28 6.924238 -0.106273 3.992050  -0.0002
H29 6.746415 -1.319454 2.731491  -0.0002
H30 3.719660 -1.287955 4.515097  0.0001
H31 1.517433 -0.956704 4.928763  0.0000
H32 0.668884 -1.033414 3.383258  -0.0001
H33 0.684212 0.478537 4.301832  0.0002
H34 3.063550 3.249996 0.880751  0.0008
H35 3.804857 2.159773 -0.278830  -0.0001
H36 4.823926 3.028202 0.862026  0.0001
H37 5.872727 1.115629 1.731144  0.0002

Forces on the atoms, in the same order (eV/Å):
Cr 0.425 0.136 -0.049
Cl 0.001 -0.008 -0.002
C 0.032 0.025 0.025
C -0.033 0.041 -0.024
C 0.095 -0.050 -0.001
N -0.068 -0.088 0.034
C 0.048 0.005 -0.053
O -0.005 -0.007 0.030
C -0.068 0.043 -0.012
C -0.007 -0.012 -0.018
C 0.010 0.021 -0.006
C 0.007 0.016 -0.011
C 0.052 0.022 0.069
N -0.076 -0.013 -0.053
C 0.032 -0.072 0.002
C 0.005 0.035 -0.018
C -0.029 -0.044 -0.033
Cl 0.010 0.005 0.006
N -0.040 -0.163 -0.036
C -0.036 0.049 0.085
O -0.033 0.009 0.012
C 0.028 0.031 -0.028
C -0.013 -0.016 0.017
C -0.044 -0.010 -0.003
C 0.022 0.032 0.026
C -0.067 -0.074 -0.005
N 0.067 0.142 0.012
H 0.003 -0.007 0.001
H -0.003 0.003 -0.007
H 0.000 -0.001 0.001
H 0.002 -0.001 0.008
H 0.006 0.044 -0.010
H 0.001 -0.002 0.010
H -0.002 0.005 0.005
H 0.006 0.003 0.000
H -0.007 -0.007 -0.009
H 0.116 0.026 0.082
I -0.020 -0.009 -0.033
C -0.001 -0.057 0.011
C 0.008 -0.003 -0.002
C -0.006 0.002 -0.006
C -0.009 -0.002 -0.004
C 0.009 -0.008 0.012
C 0.002 0.001 -0.007
C -0.002 0.020 0.002
C 0.005 -0.026 0.013
C 0.001 0.009 -0.024
P -0.129 -0.007 -0.020
C 0.078 -0.017 -0.035
C -0.056 -0.100 -0.054
C -0.015 -0.025 -0.047
C 0.024 -0.015 -0.008
C -0.005 -0.010 -0.011
C 0.001 0.043 0.001
C 0.059 0.018 0.072
C 0.008 -0.036 -0.001
C -0.018 0.006 0.001
C -0.016 -0.001 0.001
C 0.030 -0.017 0.032
C -0.024 -0.089 0.064
C 0.009 0.059 -0.034
H 0.001 -0.006 -0.003
H 0.003 -0.002 0.007
H 0.003 0.002 0.000
H 0.000 0.006 0.004
H -0.002 0.001 -0.003
H -0.011 0.007 0.003
H 0.081 0.106 -0.083
H -0.001 0.000 -0.003
H -0.002 0.002 -0.003
H 0.003 0.008 -0.001
H 0.006 0.007 -0.013
H 0.003 -0.010 0.008
H -0.001 0.002 0.002
H -0.002 -0.003 0.000
H 0.002 -0.008 0.028
H 0.028 -0.028 0.044
C 0.011 -0.015 0.000
C 0.002 0.012 -0.021
C 0.003 0.031 -0.014
C -0.028 0.020 0.009
C -0.055 0.019 0.020
C 0.105 -0.120 -0.318
Se -0.506 0.000 0.388
C 0.081 0.021 -0.023
C 0.047 -0.067 -0.002
C 0.019 0.019 0.016
H -0.002 0.005 -0.001
H -0.006 0.002 -0.003
H -0.005 0.005 0.003
H 0.004 0.011 -0.004
H -0.011 -0.007 -0.026
H -0.064 0.092 0.016
H -0.020 0.022 0.013
H 0.019 0.000 0.027
H -0.089 0.029 -0.027
H 0.016 -0.010 -0.017
H 0.002 -0.009 0.006

C15H35InN5O5 | ωB97M-V with the def2-TZVPD basis set

Values from the calculation:
Largest force on an atom ... 2.24 eV Å⁻¹
Total energy ... -1431.6053 hartree
M ... 480.29 g/mol
Charge ... +3
Kohn-Sham gap ... 3.029 eV
Energy relative to the best compared isomer or geometry (same formula, charge and spin) ... 1.4911 eV

Last column: natural (NBO) charge in e.
Atoms and positions in Å:
In1 -0.341780 -1.078309 -1.480947  1.4564
C1 0.107448 3.395917 1.196771  -0.6990
C2 0.901916 2.293987 0.491923  0.6891
O1 0.287591 1.405081 -0.117049  -0.5729
N1 2.231233 2.292993 0.646991  -0.5244
C3 3.106357 3.327826 1.114302  -0.4477
H1 0.109872 3.155169 2.259392  0.2591
H2 -0.896168 3.418200 0.786199  0.2442
H3 0.564208 4.367863 1.013169  0.2596
H4 2.560889 1.472969 0.142413  0.4125
H5 2.744390 3.881377 1.979410  0.2417
H6 3.337996 4.051031 0.326264  0.2375
H7 4.077357 2.935954 1.414964  0.2497
C4 -3.294192 0.535229 2.376933  -0.7020
C5 -3.396800 0.411518 0.889670  0.6795
O2 -2.416145 0.009811 0.232732  -0.5757
N2 -4.556209 0.711794 0.292660  -0.5174
C6 -4.830659 0.763704 -1.109625  -0.4369
H8 -3.310172 1.599180 2.639449  0.2637
H9 -2.323615 0.190996 2.720447  0.2479
H10 -4.138374 0.085075 2.897221  0.2710
H11 -5.294255 0.827299 0.977419  0.4258
H12 -3.934073 0.873270 -1.712854  0.2248
H13 -5.523517 1.599213 -1.236938  0.2433
H14 -5.356235 -0.107532 -1.513543  0.2380
C7 1.619730 -0.295134 3.057421  -0.6928
C8 0.836123 -1.394070 2.370888  0.6837
O3 0.393655 -1.195965 1.226760  -0.5885
N3 0.769561 -2.546672 3.032377  -0.5449
C9 0.110063 -3.733543 2.470095  -0.4372
H15 1.587194 -0.351333 4.146037  0.2580
H16 1.216345 0.686773 2.807545  0.2338
H17 2.662346 -0.271057 2.739587  0.2576
H18 1.090112 -2.500801 3.987039  0.4314
H19 0.875147 -4.513164 2.536950  0.2220
H20 -0.054487 -3.610776 1.406142  0.2313
H21 -0.751795 -4.101904 3.017142  0.2442
C10 -2.147962 3.372391 -1.848264  -0.7092
C11 -1.356652 2.526630 -2.851281  0.6923
O4 -1.261714 1.298212 -2.709291  -0.6654
N4 -0.876811 3.199672 -3.892620  -0.4864
C12 -0.161536 2.528516 -4.961563  -0.4462
H22 -1.576202 4.258072 -1.577547  0.2415
H23 -2.355592 2.738952 -0.990826  0.2321
H24 -3.078281 3.660594 -2.337819  0.2648
H25 -0.942976 4.205758 -3.915997  0.4333
H26 -0.600515 1.564177 -5.212601  0.2373
H27 0.899584 2.354891 -4.771387  0.2279
H28 -0.216041 3.114439 -5.878257  0.2525
C13 3.390020 -3.220833 0.531905  -0.7079
C14 2.465058 -3.830021 -0.493270  0.6779
O5 1.391612 -3.263153 -0.760088  -0.6881
N5 2.868203 -4.973799 -1.051814  -0.4689
C15 2.180045 -5.755944 -2.057913  -0.4395
H29 3.524975 -2.160365 0.320019  0.2367
H30 4.399285 -3.634491 0.542500  0.2484
H31 2.986368 -3.325500 1.537941  0.2436
H32 3.759286 -5.310653 -0.713801  0.4270
H33 2.828009 -6.069647 -2.873761  0.2531
H34 1.335117 -5.215915 -2.476604  0.2316
H35 1.775687 -6.653968 -1.583041  0.2453

Forces on the atoms, in the same order (eV/Å):
In 0.113 1.089 1.523
C 0.303 -0.320 -0.807
C 0.210 1.306 1.326
O -0.356 -0.758 -0.694
N -1.286 -1.443 -1.134
C 1.090 0.904 0.252
H -0.108 0.184 0.062
H -0.097 -0.112 0.219
H 0.092 -0.015 0.206
H 0.882 0.341 0.304
H -0.399 -0.209 -0.075
H -0.260 -0.027 -0.048
H -0.187 -0.392 -0.032
C 0.180 0.787 0.328
C -0.492 -0.689 -1.367
O 1.069 -0.006 0.045
N 0.677 -0.249 1.802
C -0.876 0.033 -0.837
H -0.156 0.023 -0.176
H -0.175 -0.440 -0.001
H 0.143 -0.275 -0.025
H -0.333 0.260 -0.530
H 0.162 0.257 0.288
H 0.258 0.045 -0.325
H 0.061 -0.164 0.414
C -0.197 0.859 0.109
C 0.624 -0.594 0.621
O -0.122 0.707 -0.813
N -1.038 0.716 -0.780
C 1.499 -0.796 0.300
H 0.014 -0.329 -0.032
H -0.147 -0.151 -0.150
H -0.014 -0.343 -0.081
H -0.025 -0.455 0.056
H -0.253 -0.233 0.021
H -0.326 0.336 0.089
H -0.192 0.468 0.045
C 0.479 -0.713 -0.576
C -0.628 1.215 1.031
O 0.131 -1.126 -0.139
N 0.758 -1.035 -0.374
C 0.134 -0.055 -0.993
H -0.157 0.081 0.103
H -0.033 0.159 0.107
H -0.043 0.147 0.140
H -0.204 0.033 -0.001
H -0.204 0.025 0.370
H -0.003 0.164 0.379
H -0.044 0.228 0.177
C 0.537 0.109 -0.002
C 0.819 0.162 0.041
O -1.152 0.316 -0.361
N 0.051 0.411 -0.049
C -0.648 -0.288 0.038
H -0.263 0.028 -0.030
H -0.138 -0.243 -0.074
H -0.170 -0.023 -0.043
H -0.036 -0.209 -0.093
H 0.279 0.132 0.163
H 0.116 0.234 0.139
H 0.081 -0.070 -0.054